A molecular structure, C23H44AlBr2ClCsFNO10 at a distorted geometry. Source: the OMol25 dataset; level of theory: ωB97M-V/def2-TZVPD.

CARTESIAN COORDINATES (ANGSTROEM)
1 O -3.7706 0.3804 -3.3647
2 C -2.6632 0.4648 -2.4672
3 C -1.4638 0.4998 -3.3960
4 O -0.1561 0.5175 -2.7129
5 C 0.1473 -0.7034 -2.0805
6 O 1.3464 -0.6756 -1.3843
7 C 1.4334 0.2659 -0.3398
8 C 0.8562 -0.2650 0.9881
9 C 1.0215 -1.7618 1.1967
10 O 0.3299 -2.1343 2.3958
11 C 0.8750 -1.5566 3.5329
12 C 1.0272 -0.0476 3.4181
13 N 1.6313 0.3721 2.1314
14 H -4.3081 -0.3948 -3.1497
15 H -2.6966 -0.4016 -1.8138
16 H -2.7756 1.3920 -1.9111
17 H -1.5966 -0.3253 -4.1432
18 H -1.5305 1.4362 -3.9387
19 H 0.2997 -1.5416 -2.9766
20 H -0.6630 -1.0641 -1.4643
21 H 0.9787 1.2267 -0.5775
22 H 2.4975 0.4604 -0.1990
23 H -0.1738 0.0458 1.1394
24 H 0.5848 -2.3267 0.3844
25 H 2.0747 -2.0317 1.3266
26 H 1.8339 -2.0435 3.8329
27 H 0.1754 -1.7464 4.3530
28 H 0.0347 0.3871 3.4513
29 H 1.5689 0.3742 4.2587
30 H 2.5959 0.0506 2.0261
31 H 1.6290 1.3959 2.0546
32 Cl -1.3028 -2.6057 -2.7186
33 O -3.0094 -1.8673 -5.7128
34 H -3.2800 -1.3136 -4.9517
35 O -1.5166 -5.2998 -0.3613
36 H -1.4893 -4.5076 -0.9073
37 H -0.5990 -5.5566 -0.2322
38 Cs 0.0212 0.8583 -5.0015
39 O -0.3650 2.5107 3.2671
40 C -1.4187 2.8076 3.8038
41 O -2.5601 2.7538 3.1308
42 C -3.6517 3.2683 3.9540
43 C -3.1536 3.1196 5.3847
44 C -1.6454 3.3078 5.2108
45 H -3.8228 4.3064 3.6727
46 H -4.5491 2.6961 3.7425
47 H -3.6075 3.8244 6.0745
48 H -3.3617 2.1118 5.7472
49 H -1.3596 4.3574 5.2620
50 H -1.0621 2.7350 5.9264
51 Al 1.9818 -3.5510 4.9754
52 Br -5.4822 0.0818 -11.2903
53 C -4.1022 -1.0334 -10.5208
54 C -4.0845 -0.8845 -9.0266
55 Br -3.2952 0.8439 -8.5319
56 H -3.1658 -0.7421 -10.9845
57 H -4.3414 -2.0589 -10.7949
58 H -3.4640 -1.6456 -8.5627
59 H -5.0755 -0.9047 -8.5867
60 F 3.1704 4.8307 -6.3959
61 C 3.9604 5.1185 -5.3360
62 C 5.3293 5.0570 -5.4897
63 C 6.1314 5.3599 -4.3995
64 C 5.5611 5.7094 -3.1827
65 C 4.1807 5.7609 -3.0553
66 C 3.3656 5.4669 -4.1406
67 H 5.7525 4.7804 -6.4455
68 H 7.2071 5.3266 -4.5036
69 H 6.1934 5.9468 -2.3385
70 H 3.7336 6.0377 -2.1095
71 H 2.2868 5.5162 -4.0697
72 O -1.7464 5.2268 7.5103
73 H -1.3822 6.1159 7.5878
74 H -1.3594 4.7595 8.2586
75 C 2.1128 -7.9508 5.2817
76 C 2.0227 -7.2767 6.6225
77 O 2.2218 -6.0786 6.7588
78 C 1.6807 -8.1394 7.7978
79 H 2.3712 -7.2232 4.5134
80 H 2.8799 -8.7251 5.3047
81 H 1.1576 -8.4136 5.0309
82 H 2.4309 -8.9224 7.9163
83 H 0.7074 -8.6077 7.6438
84 H 1.6491 -7.5374 8.7015

## Properties
HOMO-LUMO gap: 1.444 eV
energy: -7679.20593 a.u.
charge: +3

Atom charges from the Löwdin analysis, given in e for atoms 1 to 2:
1 O -0.043
2 C -0.209